Formula: C7H9N2O3S
Source: OMol25
Level of theory: wB97M-V/def2-TZVPD

Values from the calculation:
E_LUMO	-5.115	eV
charge	+1
energy relative to the best compared isomer or geometry (same formula, charge and spin)	95.2	kcal/mol
largest force on an atom	5.02	eV/A
HOMO energy	-11.91	eV
orbital gap	0.24988	Eh

Each line ends with the natural charge from an NBO analysis.
Positions of all 22 atoms, in Å:
C 0.706079 -1.501544 0.890186  -0.25
C 2.116193 -1.779223 0.874935  -0.18
C -0.093479 -0.474136 0.418888  0.16
C 0.138922 0.848858 0.117158  0.06
C 1.101605 1.614625 0.712176  -0.06
C 3.184717 -1.234516 0.253777  -0.10
C -0.487295 2.498031 -1.488999  -0.22
N 3.160645 -0.302347 -0.813640  0.49
N -1.497220 -0.901724 0.109716  -0.75
O 4.192643 0.108940 -1.217832  -0.34
O 2.080897 0.035207 -1.251499  -0.44
O -0.881473 1.411483 -0.654878  -0.53
S 2.503762 2.083606 1.281408  0.41
H 0.295188 -2.311542 1.384099  0.23
H 2.493078 -2.620931 1.564170  0.25
H 4.232819 -1.635743 0.486014  0.26
H 0.511993 2.459538 -1.665015  0.20
H -0.665753 3.251762 -0.881851  0.19
H -1.192527 2.502836 -2.384333  0.22
H -2.109870 -1.110813 1.000090  0.46
H -1.518629 -1.731470 -0.473588  0.45
H -1.724325 0.054647 -0.446824  0.49

Forces on atoms 1 to 6 (eV/Å):
C 1.0 1.8 -1.1
C 1.6 0.1 1.1
C 1.0 -4.1 1.3
C -0.2 3.1 0.2
C 2.1 -0.7 0.4
C 1.5 -1.7 1.0

---

Formula: C6H9NO
Source: OMol25
Level of theory: wB97M-V/def2-TZVPD

Values from the calculation:
E_LUMO	0.677	eV
energy relative to the best compared isomer or geometry (same formula, charge and spin)	54.2	kcal/mol
largest force on an atom	4.51	eV/A
HOMO energy	-8.63	eV
orbital gap	0.34216	Eh
structure (SMILES)	N[C@H]1C=CC(CO)=C1

Each line ends with the natural charge from an NBO analysis.
Positions of all 17 atoms, in Å:
N -2.563452 -0.342268 0.618460  -0.81
C -1.525275 -0.053261 -0.369055  -0.16
C -0.990211 1.310787 -0.178563  -0.19
C 0.305855 1.329763 -0.252082  -0.23
C 0.786776 -0.059042 -0.376656  -0.07
C 2.230338 -0.401285 -0.388442  -0.09
O 2.858641 0.112423 0.728910  -0.70
C -0.342647 -0.867251 -0.343666  -0.19
H -2.692778 -1.380148 0.536913  0.35
H -2.331096 -0.082416 1.569130  0.36
H -1.994335 -0.376210 -1.374108  0.23
H -1.585514 2.190152 0.110154  0.22
H 1.010383 2.165015 0.125686  0.23
H 2.220880 -1.537649 -0.439340  0.16
H 2.728975 0.013390 -1.263155  0.19
H 2.230592 -0.039212 1.521148  0.47
H -0.347139 -1.982789 -0.225328  0.21

Forces on atoms 1 to 6 (eV/Å):
N -0.6 -1.7 -0.6
C -2.2 -0.2 -0.3
C -2.6 2.1 -0.4
C 3.5 0.9 1.5
C -2.0 -0.8 -0.3
C -1.2 -2.1 -0.8

---

Formula: C26H31N2O8Pd
Source: OMol25
Level of theory: wB97M-V/def2-TZVPD

Values from the calculation:
E_LUMO (alpha / beta)	-3.491 / -6.250	eV
charge	+1
energy relative to the best compared isomer or geometry (same formula, charge and spin)	1.8	kcal/mol
largest force on an atom	3.48	eV/A
HOMO energy (alpha / beta)	-11.82 / -11.82	eV
orbital gap (alpha / beta)	0.30613 / 0.20476	Eh
2S+1	5

Each line ends with the Löwdin spin population.
Positions of all 68 atoms, in Å:
O 0.254436 0.118874 -6.041667  0.00
C 0.058084 1.463315 -6.632938  0.00
C -0.060981 0.919926 -8.051506  0.00
H 0.912813 2.125991 -6.427215  0.00
H -0.874540 1.921904 -6.262214  0.00
C 0.089406 -0.483762 -7.374039  0.00
H 0.719331 1.229953 -8.744751  0.00
H -1.056562 1.022848 -8.475503  0.00
C 1.341305 -1.275688 -7.737176  0.00
H 2.234094 -0.641972 -7.640335  0.00
H 1.273596 -1.621731 -8.777813  0.00
H 1.368454 -2.154464 -7.082405  0.00
C -1.160162 -1.334341 -7.517904  0.00
H -2.064133 -0.780811 -7.248448  0.00
H -1.061724 -2.235257 -6.905429  0.00
H -1.244213 -1.632582 -8.568345  0.00
Pd -0.406547 -0.333824 1.967180  1.31
C -2.636800 -0.703107 2.097189  0.19
C -2.356591 0.709253 2.184581  0.19
C -1.953497 1.155990 0.873982  0.18
H -2.547236 1.334810 3.046984  0.01
C -2.081916 0.063062 -0.016910  0.29
C -2.457845 -1.083010 0.731111  0.29
H -2.672473 -2.067779 0.330684  0.01
H -3.013385 -1.323409 2.893566  0.00
H -1.701152 2.177881 0.608045  0.00
H -1.997061 0.127451 -1.097470  0.01
C 0.785382 -2.235438 2.550482  0.22
C -0.153779 -2.633424 1.554916  0.24
C 0.209696 -2.002394 0.327551  0.26
H -0.947514 -3.352724 1.722403  0.01
C 1.319445 -1.145933 0.568970  0.17
C 1.694567 -1.304021 1.947960  0.22
H 2.555338 -0.847952 2.417966  0.01
H 0.830371 -2.627747 3.559123  0.01
H -0.236509 -2.174168 -0.647821  0.01
H 1.819156 -0.546371 -0.191376  0.00
O 1.040470 0.536213 -2.233815  0.00
C -0.042744 -0.157055 -2.932988  0.00
C -0.851722 0.901237 -3.692699  0.00
H -0.726889 -0.689402 -2.250877  0.00
H 0.432413 -0.912400 -3.576237  0.00
C 0.129025 2.120780 -3.655506  0.00
H -1.802626 1.183561 -3.212824  0.00
H -1.082220 0.586234 -4.708047  0.00
C 0.672074 1.966071 -2.244822  0.00
H -0.354545 3.060510 -3.944898  0.00
H 0.940566 1.903265 -4.375495  0.00
H -0.134611 2.208918 -1.524282  0.00
H 1.576413 2.554944 -2.052460  0.00
O -0.791602 -0.716176 4.310274  0.23
C 0.080913 0.172947 4.576901  0.01
O 0.668391 0.884654 3.694425  0.12
C 0.471493 0.317508 6.033677  0.01
C 1.805114 0.572592 6.337917  0.00
C 2.218947 0.598620 7.698949  0.00
C 1.270200 0.475412 8.730284  0.00
C -0.087731 0.259811 8.401862  0.00
C -0.480571 0.165145 7.051770  0.00
N -1.124848 0.264667 9.402787  0.00
O -0.822075 0.371669 10.603828  0.00
O -2.306848 0.127994 9.013935  0.00
N 3.596065 0.708183 8.059255  0.00
O 4.446988 0.789077 7.152454  0.00
O 3.891052 0.682562 9.271904  0.00
H 2.534617 0.706211 5.541782  0.00
H 1.574965 0.552409 9.777103  0.00
H -1.521500 -0.025486 6.804407  0.00

Forces on atoms 1 to 6 (eV/Å):
O -0.2 0.7 -1.4
C 0.0 -0.2 0.3
C 0.0 -0.8 0.6
H -0.3 -0.3 -0.1
H 0.4 -0.1 0.0
C 0.5 0.3 -0.8

---

Formula: C7H6P2S
Source: OMol25
Level of theory: wB97M-V/def2-TZVPD

Values from the calculation:
E_LUMO	-1.028	eV
largest force on an atom	3.35	eV/A
HOMO energy	-8.54	eV
orbital gap	0.27611	Eh

Each line ends with the natural charge from an NBO analysis.
Positions of all 16 atoms, in Å:
C -1.480757 -0.070554 0.666911  -0.22
C -1.254331 -1.453836 0.608427  -0.22
C -0.451900 0.763006 0.208068  -0.18
C 0.029179 -1.945293 0.465695  -0.29
C 0.874694 0.304862 -0.179499  -0.14
C 1.036999 -1.062555 0.026732  0.16
C 1.882507 1.169402 -0.818694  -0.71
P 3.393894 1.630269 0.281636  0.22
P 4.422257 -0.082273 0.496805  0.17
S 3.343632 -1.566143 -0.404496  -0.22
H -2.418522 0.446132 0.654371  0.23
H -1.942909 -2.019895 1.242805  0.22
H -0.682733 1.878997 0.242345  0.22
H 0.226041 -3.033391 0.490769  0.24
H 2.284494 0.763189 -1.760858  0.26
H 1.426567 2.180914 -1.013572  0.24

Forces on atoms 1 to 6 (eV/Å):
C 2.0 0.6 -2.6
C -0.4 0.6 2.9
C 0.8 1.2 0.3
C 1.6 -0.6 -1.5
C -2.2 -1.3 0.9
C 1.8 0.5 -0.4

---

Formula: H5N3P2
Source: OMol25
Level of theory: wB97M-V/def2-TZVPD

Values from the calculation:
E_LUMO (alpha / beta)	0.995 / -2.262	eV
energy relative to the best compared isomer or geometry (same formula, charge and spin)	0.0	kcal/mol
largest force on an atom	8.81	eV/A
HOMO energy (alpha / beta)	-6.40 / -8.98	eV
orbital gap (alpha / beta)	0.27183 / 0.24694	Eh
2S+1	3

Each line ends with the Löwdin spin population.
Positions of all 10 atoms, in Å:
N -1.096116 0.138700 0.547936  0.58
N -0.226327 0.794750 -0.370374  0.44
N 1.059600 0.862571 0.013612  0.06
P -2.443342 -0.292388 -0.088631  0.78
P 1.801286 -0.696007 0.290041  0.06
H -0.250949 0.654665 -1.404829  0.01
H 0.964919 1.311692 0.930729  0.00
H -3.069276 -0.686506 1.196141  0.05
H 2.475489 -0.823394 -0.862904  0.00
H 0.784713 -1.264086 -0.251721  0.00

Forces on atoms 1 to 6 (eV/Å):
N 8.0 3.6 1.0
N -2.6 -2.1 -0.1
N 0.9 1.7 1.8
P -6.6 -2.2 -2.1
P 1.9 1.0 2.5
H -0.9 0.0 0.8

---

Formula: C16H40LiN2O12P
Source: OMol25
Level of theory: wB97M-V/def2-TZVPD

Values from the calculation:
E_LUMO	0.056	eV
energy relative to the best compared isomer or geometry (same formula, charge and spin)	0.0	kcal/mol
largest force on an atom	10.68	eV/A
HOMO energy	-5.70	eV
orbital gap	0.21159	Eh

Each line ends with the Löwdin charge.
Positions of all 72 atoms, in Å:
C -3.564927 4.669961 2.517080  0.00
N -2.114958 4.259999 2.351083  -0.33
C -1.218393 5.413475 2.584477  0.00
C -1.793994 3.154506 3.286962  -0.02
C -2.051124 3.766915 0.945545  -0.16
C -0.695429 3.411612 0.505231  -0.33
O -0.801963 2.772977 -0.810999  -0.21
H -4.185221 3.807835 2.644953  0.09
H -3.929984 5.180016 1.589676  0.11
H -3.651744 5.315915 3.493536  0.14
H -0.207729 5.311869 2.444119  0.08
H -1.346652 5.796288 3.624177  0.12
H -1.389895 6.244000 2.075568  0.06
H -0.634101 2.755798 3.020876  0.16
H -2.381835 2.314615 3.263685  0.06
H -1.874708 3.530753 4.330453  0.11
H -2.421078 4.428383 0.114930  0.16
H -2.531626 2.773824 0.670534  0.17
H -0.010463 2.753019 1.125513  0.12
H -0.100223 4.239730 0.228200  0.09
H -0.667185 1.610157 -0.575521  0.03
C 4.124396 0.757456 3.006244  -0.01
N 3.649173 -0.255480 1.935040  -0.32
C 4.932375 -0.811888 1.320727  0.02
C 2.800940 -1.260108 2.637389  0.02
C 2.892965 0.520566 0.914411  -0.10
C 2.434807 -0.318843 -0.309277  -0.21
O 1.676969 0.537266 -1.185835  -0.07
H 4.790789 0.420294 3.870885  0.14
H 3.273874 1.293624 3.444704  0.12
H 4.735275 1.449496 2.749637  0.01
H 4.744982 -1.427717 0.388881  0.12
H 5.502195 -1.470015 1.942772  0.07
H 5.614541 0.283231 1.197334  0.19
H 2.269570 -1.961137 2.030529  0.10
H 2.137569 -0.807517 3.306455  0.10
H 3.375912 -1.921963 3.166992  0.07
H 3.579723 1.354560 0.590895  0.16
H 1.966214 0.666872 1.399241  0.11
H 1.604952 -1.122717 0.197916  0.15
H 3.079280 -0.681177 -0.913696  0.04
H 0.864235 0.649927 -0.665623  -0.02
Li -1.362901 -1.205555 -0.708817  0.60
P -1.063796 -0.167499 1.177350  -0.27
O -2.483835 -0.407600 0.668336  -0.44
O -0.570700 0.424530 -0.175986  -0.38
O -0.513756 -1.454707 1.042924  -0.35
O -0.675228 0.657238 2.286374  -0.32
C 2.289551 -4.562821 -5.604055  0.06
O 1.320763 -4.783445 -4.480964  0.01
C 1.189415 -3.965078 -3.543507  -0.55
O 1.741587 -2.860889 -3.532854  0.09
O 0.510461 -4.465113 -2.329550  -0.06
C 0.249003 -3.690366 -1.250521  -0.14
H 1.739354 -3.764628 -6.120423  0.10
H 2.294965 -5.409532 -6.270220  0.08
H 3.255009 -4.316449 -5.126374  0.11
H -0.157787 -2.668240 -1.673532  0.10
H 1.121955 -3.276859 -0.661923  0.09
H -0.386746 -4.196725 -0.553793  0.09
C -2.324323 -3.040026 -4.932647  -0.10
O -3.369135 -3.132401 -4.041277  -0.06
C -3.409559 -2.446734 -2.770712  -0.44
O -2.360157 -1.987845 -2.387174  0.07
O -4.503243 -2.539880 -2.020587  0.02
C -4.636914 -1.915704 -0.799678  -0.09
H -1.704059 -2.046488 -4.782963  0.14
H -2.956855 -3.171186 -5.886357  0.13
H -1.577052 -3.771263 -4.785928  0.05
H -5.533019 -2.354468 -0.430467  0.08
H -4.677561 -0.759011 -0.785791  0.13
H -3.922942 -2.127629 0.025417  0.09

Forces on atoms 1 to 6 (eV/Å):
C 0.0 2.0 1.5
N -1.9 0.0 -0.8
C -1.1 -1.3 4.0
C 5.2 1.0 1.1
C 0.1 -1.9 -2.4
C 3.0 -2.2 -2.9

---

Q: Look up the largest force on an atom of the fifth one.
A: 8.81 eV/A